1.
{
  "formula": "C15H19N3O4",
  "method": "ωB97M-V/def2-TZVPD",
  "max_force_ev_per_a": 14.25,
  "e_homo_ev": -9.30,
  "total_energy_ha": -1047.9135,
  "orbital_gap_ev": 8.434,
  "relative_energy_kcal_mol": 227.3,
  "species": ["C", "O", "C", "C", "N", "C", "O", "N", "C", "C", "C", "C", "C", "C", "C", "O", "H", "H", "C", "O", "N", "H", "C", "C", "H", "H", "H", "C", "H", "H", "H", "H", "H", "H", "H", "H", "H", "H", "H", "H", "H"],
  "xyz": [[7.01468, -0.49468, -0.43894], [6.28419, 0.52158, -1.01435], [4.92001, 0.32734, -1.00901], [4.21424, 0.21542, 0.40805], [2.75321, -0.18502, 0.23075], [2.28962, -1.42356, 0.38175], [3.04827, -2.37568, 0.50574], [0.97178, -1.54172, 0.14750], [-0.01967, -0.55594, 0.15681], [-1.28386, -0.93205, 0.18041], [-2.32411, 0.32794, 0.18176], [-1.96072, 1.56002, 0.12494], [-0.49276, 1.58742, 0.18032], [0.46371, 0.84337, 0.33322], [1.86008, 1.07118, 0.22642], [2.22971, 2.18693, 0.50717], [-0.13444, 2.62828, 0.39911], [-2.62276, 2.20549, 0.33831], [-3.60472, -0.17456, 0.04964], [-4.11776, -1.26474, 0.75249], [-4.55472, 0.57025, -0.64832], [-4.19704, 1.45217, -0.86687], [-5.94810, 0.49544, -0.69732], [-6.27074, -0.84194, -1.38147], [-5.69217, -0.68496, -2.75350], [-5.77069, -1.73100, -1.00635], [-7.26236, -1.18583, -1.73944], [-6.62187, 0.50656, 0.56269], [-6.38532, -0.54004, 1.28430], [-7.69602, 0.21015, 0.51365], [-6.45266, 1.36780, 1.10378], [-6.32305, 1.22298, -1.45184], [-1.62654, -1.87215, 0.18832], [0.68723, -2.66066, 0.22364], [4.27734, 1.16159, 0.89370], [4.65558, -0.33187, 1.08186], [4.30830, 1.02425, -1.75068], [4.56506, -0.72488, -1.17513], [7.96172, -0.17185, -0.78085], [6.78586, -0.46510, 0.66006], [6.79280, -1.53515, -0.82124]],
  "forces_ev_per_angstrom": [[-0.8, -1.1, 1.0], [-1.9, 1.1, -1.2], [-3.6, -1.5, 0.2], [-2.8, 3.9, -3.5], [1.2, 6.9, 0.1], [1.2, -1.5, -1.1], [-0.5, 0.1, 0.4], [-2.2, -5.0, 0.5], [3.1, -0.9, 1.1], [-2.3, 7.3, -0.2], [3.2, -7.8, -0.8], [7.8, -4.2, -0.5], [-6.4, 12.7, 1.1], [2.2, -10.9, -2.1], [2.1, -0.6, 2.9], [1.4, -0.7, -1.2], [-0.4, -0.2, -0.9], [-4.0, 5.8, 0.9], [-9.6, -5.3, 3.6], [3.6, 5.1, -3.8], [4.0, -0.2, 1.2], [0.6, 1.4, -0.9], [-1.7, -2.9, -3.2], [1.5, -0.7, -5.8], [-1.5, -0.6, 4.0], [0.2, 0.4, 0.3], [0.1, 1.0, 0.9], [-2.2, -5.0, 3.8], [0.3, 3.3, -2.1], [0.5, 1.2, -0.5], [0.1, 1.8, 1.5], [0.4, 0.1, 0.9], [-1.4, -3.2, -0.1], [0.8, 4.1, -0.3], [-0.8, 1.1, 0.3], [2.4, -4.1, 2.9], [1.7, -1.2, 1.8], [1.2, 0.3, -1.8], [1.7, -0.5, 0.7], [1.0, -0.4, -0.7], [0.0, 1.0, 0.2]]
}

2.
{
  "formula": "C22H31BeF4N2O3P",
  "method": "ωB97M-V/def2-TZVPD",
  "max_force_ev_per_a": 0.33,
  "e_homo_ev": -7.79,
  "total_energy_ha": -1947.7985,
  "orbital_gap_ev": 8.248,
  "relative_energy_kcal_mol": 9.9,
  "species": ["Be", "C", "N", "C", "C", "C", "N", "C", "C", "F", "C", "F", "C", "C", "F", "C", "F", "H", "H", "H", "H", "H", "H", "H", "H", "H", "H", "H", "C", "C", "C", "C", "C", "C", "H", "H", "H", "H", "H", "C", "C", "O", "P", "O", "C", "C", "O", "C", "C", "H", "H", "H", "H", "H", "H", "H", "H", "H", "H", "H", "H", "H", "H", "H"],
  "xyz": [[-0.41006, 0.93556, 0.47963], [-1.35119, 2.98736, -1.21766], [-0.23645, 2.52554, -0.38146], [0.16214, 3.59041, 0.55173], [0.90657, 2.08875, -1.21725], [1.92977, 1.37583, -0.33340], [1.16083, 0.69494, 0.70843], [1.82165, 0.17712, 1.78921], [1.08864, -0.08751, 2.95689], [-0.23221, 0.18791, 2.93195], [1.65740, -0.57735, 4.10440], [0.88017, -0.79159, 5.17709], [3.01462, -0.83725, 4.17788], [3.75687, -0.58232, 3.04692], [5.07742, -0.82929, 3.05089], [3.18885, -0.10109, 1.88056], [3.99482, 0.04659, 0.80635], [-1.05580, 3.86338, -1.80319], [-1.66516, 2.19000, -1.88698], [-2.19789, 3.24286, -0.58307], [0.48621, 4.48136, 0.00514], [-0.68990, 3.84969, 1.17952], [0.96945, 3.24498, 1.19358], [0.50538, 1.38228, -1.95091], [1.35103, 2.92936, -1.75899], [2.50573, 0.68630, -0.95298], [2.63991, 2.08973, 0.09811], [3.46872, -1.21768, 5.08060], [-4.77891, -0.31284, 0.09404], [-4.30936, 0.20094, 1.29412], [-2.96253, 0.52241, 1.43772], [-2.03271, 0.34528, 0.40493], [-2.54679, -0.18466, -0.78848], [-3.88580, -0.51209, -0.95218], [-5.82740, -0.55688, -0.02564], [-4.99324, 0.35297, 2.12118], [-2.62831, 0.90692, 2.39778], [-1.87417, -0.37019, -1.62611], [-4.23583, -0.92079, -1.89348], [-1.57121, -5.21449, 1.34666], [-1.39936, -4.88866, -0.12511], [-0.12903, -4.29112, -0.40782], [0.07768, -2.71249, 0.01915], [1.11885, -2.79493, 1.24016], [2.36505, -3.51525, 1.22400], [2.21691, -4.86834, 1.88628], [1.15485, -2.32079, -1.15572], [0.72036, -2.29921, -2.51312], [1.17251, -3.53799, -3.26062], [-2.54217, -5.68517, 1.50981], [-1.52094, -4.30654, 1.95065], [-0.79134, -5.89709, 1.68584], [-2.20339, -4.22403, -0.45724], [-1.44027, -5.79673, -0.72511], [3.06972, -2.89446, 1.77576], [2.72135, -3.61051, 0.19841], [1.80432, -4.75452, 2.89028], [3.19362, -5.35053, 1.96322], [1.55476, -5.50760, 1.30460], [1.15772, -1.40776, -2.96688], [-0.37111, -2.19954, -2.56126], [2.25284, -3.65411, -3.16352], [0.92473, -3.44612, -4.32019], [0.69204, -4.42655, -2.85502]],
  "forces_ev_per_angstrom": [[-0.2, 0.2, 0.1], [0.0, 0.0, 0.0], [0.2, -0.1, -0.2], [0.0, 0.0, 0.1], [0.0, 0.0, 0.0], [-0.1, 0.0, 0.2], [0.1, 0.0, -0.1], [-0.1, 0.0, 0.0], [0.0, 0.1, -0.1], [0.0, 0.0, 0.0], [0.0, 0.0, 0.0], [0.0, 0.0, 0.0], [0.0, 0.0, 0.1], [0.0, 0.0, 0.0], [0.0, 0.0, 0.0], [0.1, 0.0, 0.0], [0.0, 0.0, 0.0], [0.0, 0.0, 0.0], [0.0, 0.0, 0.0], [0.0, 0.0, 0.0], [0.0, 0.0, 0.0], [0.0, 0.0, 0.0], [0.0, 0.0, 0.0], [0.0, 0.1, 0.0], [0.0, 0.0, 0.0], [0.0, 0.0, 0.0], [0.0, 0.0, 0.0], [0.0, 0.0, 0.0], [0.0, 0.0, 0.0], [0.0, 0.0, 0.0], [0.0, 0.0, 0.0], [0.0, 0.0, 0.1], [0.0, 0.0, 0.0], [0.0, 0.0, 0.0], [0.0, 0.0, 0.0], [0.0, 0.0, 0.0], [0.0, 0.0, 0.0], [0.0, 0.0, 0.0], [0.0, 0.0, 0.0], [0.0, 0.0, 0.0], [-0.1, 0.0, 0.1], [0.1, -0.1, 0.0], [0.0, 0.0, -0.1], [0.0, 0.0, 0.1], [0.0, -0.1, 0.0], [0.0, 0.0, 0.0], [0.1, 0.0, 0.0], [-0.1, -0.1, 0.0], [0.0, 0.0, 0.0], [0.0, 0.0, 0.0], [0.0, 0.0, 0.0], [0.0, 0.0, 0.0], [0.0, 0.0, 0.0], [0.0, 0.0, -0.1], [0.0, 0.0, 0.0], [0.0, 0.0, 0.0], [0.0, 0.0, 0.0], [0.0, 0.0, 0.0], [0.0, 0.0, 0.0], [0.0, 0.1, 0.0], [0.0, 0.0, 0.0], [0.0, 0.0, 0.0], [0.0, 0.0, 0.0], [0.0, 0.0, 0.0]]
}

3.
{
  "formula": "CHFS2",
  "method": "ωB97M-V/def2-TZVPD",
  "max_force_ev_per_a": 3.41,
  "e_homo_ev": -8.61,
  "total_energy_ha": -934.8610,
  "orbital_gap_ev": 8.228,
  "relative_energy_kcal_mol": 31.0,
  "species": ["F", "C", "S", "S", "H"],
  "xyz": [[0.41504, 1.62508, 0.50353], [0.13272, 0.32111, -0.01758], [0.09057, -1.65188, 0.51522], [-1.38979, -0.46267, -0.00591], [0.75147, 0.16837, -0.99527]],
  "forces_ev_per_angstrom": [[-0.7, -3.3, 0.0], [1.8, 0.1, -2.6], [2.4, 0.3, 1.3], [-2.4, 2.1, -0.6], [-1.2, 0.8, 2.0]]
}